Record 1
73
Properties=species:S:1:pos:R:3:forces:R:3 method="wB97M-V/def2-TZVPD" lumo_ha="-0.28188 / -0.29040" homo_energy_ha="-0.4575 / -0.5052" homo_lumo_gap_ev="4.8 / 5.8" spin_multiplicity=4 total_charge=+2
Re -0.275 -1.692 -0.961 -0.1 -1.5 7.6
C -0.836 -2.324 1.196 1.2 0.7 0.4
C 0.602 -2.542 0.877 -0.8 1.5 0.5
C 0.398 -0.616 2.171 0.5 -0.1 -0.4
C -0.906 -1.103 1.958 0.6 -1.2 -0.6
C 1.317 -1.426 1.478 -1.1 -0.7 0.7
C -1.859 -3.398 1.339 -0.4 -0.2 0.1
H -1.655 -4.245 0.678 -0.2 0.0 0.1
H -2.861 -3.004 1.129 0.1 -0.3 0.0
H -1.859 -3.776 2.372 0.0 0.0 -0.2
C -2.111 -0.645 2.676 -0.7 0.3 0.0
H -3.017 -1.011 2.179 0.1 0.1 0.2
H -2.183 0.447 2.743 0.1 -0.2 0.0
H -2.126 -1.017 3.714 0.1 0.0 -0.3
C 0.742 0.459 3.142 0.0 0.2 0.2
H 0.652 0.095 4.180 0.1 0.0 -0.3
H 0.059 1.313 3.053 0.2 0.0 0.0
H 1.769 0.811 3.005 -0.2 0.0 0.1
C 2.787 -1.331 1.575 0.6 0.3 -0.3
H 3.163 -1.887 2.448 -0.2 0.1 -0.2
H 3.115 -0.290 1.690 0.0 -0.3 -0.1
H 3.270 -1.753 0.686 0.0 0.1 0.2
C 1.215 -3.875 0.619 0.3 -0.4 0.1
H 1.345 -4.399 1.577 0.0 -0.1 -0.3
H 2.197 -3.770 0.147 -0.2 -0.2 0.1
H 0.585 -4.497 -0.024 0.2 -0.1 0.1
C -1.367 -0.320 -1.730 -0.7 2.2 -0.3
C -1.566 -1.603 -2.597 -1.9 0.0 -3.9
C -0.786 -1.780 -3.934 -0.1 -0.2 -0.1
C 0.629 -2.306 -3.727 0.3 -0.5 -0.4
C 1.076 -2.166 -2.284 2.5 0.4 -2.2
C 1.269 -0.786 -1.735 2.3 0.8 -0.8
C 0.887 0.445 -2.551 0.4 0.2 -0.2
C -0.615 0.767 -2.463 -0.1 0.5 -0.1
H -0.798 -0.853 -4.511 -0.1 -0.1 0.1
H 1.338 -1.789 -4.388 -0.1 -0.1 0.1
H -1.350 -2.520 -4.518 0.0 0.3 0.0
H -1.051 0.930 -3.456 0.0 0.1 0.2
H -2.274 0.039 -1.239 -0.2 -0.3 -0.2
H -2.561 -1.348 -2.998 0.0 0.1 0.5
H -0.754 1.695 -1.895 -0.1 -0.1 -0.1
H 1.433 1.312 -2.156 0.0 -0.3 -0.2
H 2.200 -0.672 -1.167 -0.3 0.0 -0.1
H 1.235 0.294 -3.582 -0.2 0.2 0.1
H 0.668 -3.363 -4.024 0.0 0.2 0.2
H 1.895 -2.848 -2.043 -0.3 0.0 0.2
P -1.160 2.794 1.070 0.4 1.0 0.2
P 1.584 2.738 0.698 0.4 1.4 -0.4
C -0.719 4.034 -0.218 -0.3 -0.1 0.1
C 0.780 3.956 -0.475 0.0 -0.6 -0.3
H -1.007 5.014 0.183 -0.2 -0.3 -0.1
H -1.334 3.803 -1.098 0.3 0.2 0.1
H 0.912 3.595 -1.501 0.4 0.2 0.1
H 1.272 4.922 -0.319 -0.1 -0.2 -0.4
C 2.172 3.947 1.971 -0.2 -0.6 -0.1
H 3.000 3.473 2.517 -0.3 0.3 0.0
H 1.339 4.198 2.640 0.4 0.1 -0.1
H 2.533 4.835 1.428 -0.1 -0.3 0.4
C 3.183 2.355 -0.127 0.0 -0.5 0.0
H 3.576 3.249 -0.635 -0.2 -0.2 0.2
H 3.043 1.540 -0.850 0.2 0.3 0.2
H 3.900 2.024 0.640 -0.2 0.1 -0.3
C -2.847 2.262 0.747 -0.8 -0.3 -0.4
H -2.971 1.176 0.809 0.0 0.2 -0.1
H -3.088 2.611 -0.267 -0.1 -0.2 0.2
H -3.538 2.728 1.457 0.1 0.0 -0.3
C -1.859 -2.939 -1.912 -1.5 -1.1 -0.9
H -1.103 -3.394 -1.204 -0.2 -0.5 -0.1
H -1.907 -3.695 -2.704 -0.1 0.0 0.2
H -2.824 -2.869 -1.415 0.1 -0.4 0.3
O -1.205 3.813 2.293 0.0 -0.3 1.6
N -1.903 3.406 3.913 -5.1 -3.4 -2.9
O -2.868 2.775 3.709 5.3 3.5 2.0

=====

Record 2
13
Properties=species:S:1:pos:R:3:forces:R:3 method="wB97M-V/def2-TZVPD" lumo_ha="0.15803 / 0.15637" homo_energy_ha="0.0460 / -0.1749" homo_lumo_gap_ev="3.0 / 9.0" spin_multiplicity=2 total_charge=-1 de_lowest_kj_mol=0.0
C 0.500 1.488 -1.383 -1.6 -0.2 0.0
C 0.085 0.623 -0.198 1.7 -0.3 1.0
N -0.189 -1.403 1.617 -0.5 -0.3 -0.5
C -0.623 -1.504 0.333 -0.2 0.2 0.3
N -0.457 -0.659 -0.605 -0.2 0.2 -0.2
H -0.316 1.298 -2.095 0.4 0.3 -0.3
H 0.455 2.545 -1.118 0.3 0.0 0.0
H 1.457 1.223 -1.829 0.0 -0.1 0.1
H 0.974 0.573 0.504 -0.5 -0.3 -0.6
H -0.659 1.058 0.473 -0.2 0.6 -0.3
H 0.403 -0.654 1.943 0.1 -0.1 0.1
H -0.342 -2.224 2.182 0.1 0.0 0.5
H -1.288 -2.366 0.177 0.7 0.1 -0.1

=====

Record 3
132
Properties=species:S:1:pos:R:3:forces:R:3 method="wB97M-V/def2-TZVPD" lumo_ha=0.07342 homo_energy_ha=-0.1397 homo_lumo_gap_ev=5.8 total_charge=-1
C -0.692 -3.236 2.435 -0.5 0.2 0.2
O -1.474 -2.185 1.864 0.3 -0.2 -0.3
B -0.873 -0.947 1.870 -0.4 -0.2 0.2
O -0.781 -0.307 3.092 0.8 -0.2 0.5
Sb -0.193 -0.057 -0.135 -1.0 -0.2 0.0
S 0.414 0.847 -2.455 0.6 0.4 -0.7
P 0.817 -2.397 -0.656 0.4 -0.6 0.5
O -0.498 -3.335 -1.052 0.2 -0.1 -0.7
Cl 1.811 -2.389 -2.503 -0.1 0.0 0.0
Si 2.130 0.631 0.730 0.7 0.3 -0.1
C 2.360 2.465 1.119 0.1 -0.5 0.0
C 3.436 0.212 -0.573 -0.2 0.4 0.6
C 2.645 -0.355 2.270 -0.1 0.2 -0.5
P -1.372 2.160 0.413 -0.2 0.2 1.1
N -1.114 2.786 1.829 0.5 0.0 -0.2
O -1.198 3.235 -0.770 0.1 0.4 -0.4
O -2.960 1.879 0.224 0.0 -0.6 -0.5
H -0.439 -3.936 1.656 0.1 -0.3 -0.3
H -1.261 -3.743 3.205 -0.2 -0.1 0.2
H 0.220 -2.871 2.896 0.3 0.1 0.1
H 0.108 -0.327 3.479 -0.3 0.4 -0.2
H -1.746 -0.599 -0.834 0.0 0.1 -0.2
H -0.794 0.994 -3.006 -0.2 0.0 0.2
H -0.533 -3.424 -2.021 -0.3 0.1 0.5
H 1.921 3.093 0.356 -0.2 0.2 -0.2
H 3.426 2.659 1.128 0.4 0.1 0.0
H 1.969 2.744 2.087 -0.3 0.1 0.2
H 3.150 0.530 -1.565 -0.1 -0.2 -0.4
H 4.317 0.780 -0.293 0.4 0.1 0.1
H 3.711 -0.832 -0.533 0.0 -0.4 -0.3
H 2.328 0.103 3.198 -0.2 0.1 0.3
H 2.319 -1.384 2.210 -0.3 -0.4 0.1
H 3.728 -0.390 2.267 0.4 0.1 0.1
H -0.459 2.187 2.322 -0.1 0.1 0.2
H -0.259 3.458 -0.869 -0.3 -0.1 0.0
H -3.041 0.934 -0.011 -0.2 0.3 0.0
C 10.152 2.763 -4.355 -0.1 0.0 0.0
O 8.914 2.337 -4.884 0.2 0.0 0.0
C 8.971 1.100 -5.584 -0.2 0.0 -0.2
C 8.200 0.025 -4.855 0.0 0.1 0.2
N 8.866 -0.359 -3.617 -0.1 0.0 -0.1
C 8.071 -1.242 -2.766 0.2 0.1 0.1
C 6.772 -0.695 -2.187 -0.2 -0.3 0.1
O 6.953 0.341 -1.241 0.1 0.1 -0.1
C 7.037 1.645 -1.782 0.0 0.0 0.2
H 10.004 3.761 -3.946 0.0 0.0 0.0
H 10.502 2.104 -3.553 0.1 0.0 0.0
H 10.919 2.814 -5.135 0.0 0.0 0.0
H 10.007 0.791 -5.756 0.0 0.0 0.1
H 8.500 1.257 -6.560 0.0 0.0 0.0
H 8.118 -0.853 -5.501 0.0 0.0 0.0
H 7.187 0.411 -4.679 0.0 0.0 -0.2
H 9.087 0.479 -3.095 0.0 0.0 0.0
H 8.707 -1.543 -1.929 0.0 0.0 0.0
H 7.842 -2.150 -3.332 0.0 0.0 0.0
H 6.288 -1.511 -1.646 0.0 0.0 0.0
H 6.066 -0.386 -2.966 0.0 0.1 0.0
H 6.444 1.745 -2.694 0.0 0.0 0.0
H 8.073 1.935 -1.986 0.0 0.0 -0.1
H 6.642 2.335 -1.036 0.0 0.0 0.0
C -9.763 -1.004 1.473 0.1 0.1 0.0
O -9.139 0.066 2.149 -0.1 -0.1 0.0
C -8.995 -0.133 3.551 0.0 0.2 0.1
C -7.544 -0.278 3.942 0.2 -0.1 -0.2
N -6.989 -1.534 3.451 0.0 0.1 0.1
C -5.544 -1.665 3.629 -0.1 -0.2 -0.1
C -4.632 -0.705 2.876 0.3 0.0 0.1
O -4.655 -0.881 1.472 -0.1 0.1 0.0
C -5.664 -0.163 0.787 0.1 -0.1 -0.1
H -9.916 -0.692 0.441 0.0 0.0 0.0
H -9.143 -1.907 1.476 -0.1 0.0 0.0
H -10.737 -1.239 1.916 0.0 0.0 0.0
H -9.570 -1.003 3.882 0.0 -0.1 0.0
H -9.405 0.751 4.048 0.0 0.0 0.0
H -7.479 -0.259 5.033 0.0 0.0 -0.1
H -7.003 0.595 3.549 -0.1 0.1 0.1
H -7.200 -1.619 2.466 0.0 0.0 0.0
H -5.273 -2.679 3.325 0.0 0.0 0.0
H -5.320 -1.585 4.698 0.0 0.0 0.0
H -3.607 -0.922 3.188 0.0 0.0 0.0
H -4.817 0.345 3.132 -0.1 0.0 0.0
H -5.900 0.781 1.285 0.0 0.0 0.0
H -6.578 -0.757 0.673 -0.1 0.1 0.1
H -5.290 0.059 -0.212 0.0 0.0 0.0
C 6.306 3.182 -8.000 0.0 -0.1 0.1
O 5.564 1.984 -7.885 0.1 0.1 -0.1
C 4.267 2.034 -8.465 -0.2 -0.2 0.2
C 4.184 1.104 -9.654 0.2 0.0 -0.1
N 4.997 1.594 -10.761 0.0 -0.1 0.0
C 5.145 0.650 -11.863 0.1 0.2 0.0
C 5.889 -0.652 -11.589 -0.1 -0.1 -0.2
O 7.265 -0.483 -11.307 0.0 0.0 0.1
C 7.586 -0.241 -9.949 0.1 0.0 -0.1
H 7.220 3.051 -7.423 0.0 0.0 0.0
H 6.576 3.397 -9.041 -0.1 0.1 0.0
H 5.754 4.031 -7.588 0.0 0.0 0.0
H 4.004 3.056 -8.750 0.1 0.0 -0.1
H 3.553 1.701 -7.707 0.0 0.0 0.0
H 3.144 1.032 -9.981 0.0 0.0 0.0
H 4.502 0.110 -9.312 -0.1 0.0 0.1
H 5.917 1.827 -10.410 0.0 0.0 0.0
H 5.676 1.169 -12.665 0.0 0.0 0.0
H 4.150 0.407 -12.247 0.0 0.0 0.0
H 5.844 -1.250 -12.503 0.0 0.0 0.0
H 5.410 -1.247 -10.802 0.0 0.1 0.1
H 6.885 -0.735 -9.272 0.0 0.0 0.0
H 7.613 0.828 -9.722 -0.1 0.0 0.1
H 8.584 -0.644 -9.771 0.0 0.0 0.0
C -9.579 -1.940 11.883 0.0 0.1 0.0
O -8.800 -0.769 11.742 -0.1 -0.2 0.0
C -7.416 -0.952 12.017 0.1 0.2 0.1
C -6.587 -0.781 10.764 -0.1 -0.1 -0.2
N -6.811 -1.879 9.833 0.0 0.1 0.0
C -6.202 -1.691 8.519 -0.1 -0.2 0.1
C -6.717 -0.551 7.650 0.2 0.0 -0.1
O -8.051 -0.721 7.206 0.0 0.1 0.2
C -9.051 -0.243 8.086 -0.1 -0.1 -0.2
H -10.621 -1.653 11.759 0.0 0.0 0.0
H -9.330 -2.691 11.126 0.0 -0.1 0.1
H -9.453 -2.382 12.877 0.0 0.0 0.0
H -7.234 -1.930 12.470 0.0 -0.1 -0.1
H -7.122 -0.185 12.739 0.0 0.0 0.0
H -5.529 -0.761 11.039 0.0 0.0 0.0
H -6.842 0.195 10.330 0.1 0.1 0.1
H -7.807 -2.005 9.713 0.0 0.0 0.0
H -6.344 -2.618 7.960 0.0 0.0 0.0
H -5.123 -1.565 8.652 0.0 0.0 0.0
H -6.101 -0.533 6.748 0.0 0.0 0.0
H -6.597 0.430 8.126 -0.1 0.0 0.1
H -8.709 0.625 8.654 0.0 0.0 0.1
H -9.389 -1.021 8.777 0.0 0.1 0.1
H -9.906 0.053 7.478 0.0 0.0 0.0